This record from OMol25 describes one molecule with the formula C3H3BrF2. The level of theory is ωB97M-V/def2-TZVPD.

XYZ file:
```
9
Properties=species:S:1:pos:R:3
Br 2.258 -0.914 -0.054
F 1.420 1.453 -0.902
F 0.753 1.037 1.078
C -1.264 -0.484 0.454
C -0.363 -0.173 -0.500
C 0.897 0.487 -0.147
H -0.270 -0.433 -1.544
H -2.160 -0.939 0.158
H -1.272 -0.035 1.457
```

## Properties
Gap between HOMO and LUMO, eV: 10.60
SMILES string: C=CC(F)(F)Br
HOMO energy, eV: -10.246

---

This record from OMol25 describes one molecule with the formula C3H5NO. The level of theory is ωB97M-V/def2-TZVPD.

XYZ file:
```
10
Properties=species:S:1:pos:R:3
O -2.073 -0.331 0.694
N -1.650 -0.225 -0.725
C -0.819 0.575 0.080
C 1.214 -0.821 -0.229
C 0.556 0.072 0.531
H -2.422 0.280 -1.126
H 2.058 -1.432 0.253
H 0.587 -1.207 -1.117
H -0.922 1.717 0.297
H 0.863 0.385 1.501
```

## Properties
Gap between HOMO and LUMO, eV: 10.42
SMILES string: C=C[C@H]1NO1
HOMO energy, eV: -9.641

---

This record from OMol25 describes a 5-piece molecular cluster, C23H45BrIO12 overall. The level of theory is ωB97M-V/def2-TZVPD.

XYZ file:
```
82
Properties=species:S:1:pos:R:3
I 1.828 -4.066 -0.686
Br -2.373 0.037 -0.958
O -3.513 -2.449 2.781
O 3.876 1.000 0.345
O -8.722 0.725 -3.895
O 8.042 1.460 2.275
O 3.875 3.059 0.997
O 3.756 1.424 2.560
O -6.873 1.643 -4.518
O -2.654 -2.950 4.816
O 10.133 2.057 1.651
O -8.456 2.950 -3.577
O -4.871 -2.833 4.413
O 8.592 1.955 0.141
C -5.086 -3.204 5.773
C 1.127 -1.564 -2.542
C 7.243 1.650 -0.245
C -2.283 -2.717 -1.830
C -3.574 -2.764 4.060
C -10.039 0.806 -3.326
C 10.807 0.438 3.356
C -8.058 1.879 -3.962
C 0.210 -2.433 -1.671
C -2.182 -2.367 2.206
C 3.890 4.033 2.051
C -4.391 -1.389 -2.295
C 8.842 1.786 1.436
C -11.053 1.331 -4.318
C -6.044 2.799 -4.678
C 5.268 4.173 2.662
C -0.882 -3.075 -2.249
C 3.825 1.783 1.413
C 10.569 1.891 3.011
C -2.873 -1.367 -2.254
C -1.621 -3.730 1.879
C 3.909 -0.411 0.636
C 1.328 -0.144 -1.983
H -2.967 -3.451 -2.283
H 7.144 1.969 -1.278
H 5.272 4.985 3.391
H -2.315 -1.776 1.302
H 7.063 0.579 -0.174
H 0.690 -1.506 -3.541
H -2.415 -2.822 -0.747
H 9.839 2.343 3.681
H -2.477 -1.048 -3.218
H -5.080 2.426 -5.006
H -4.526 -2.558 6.446
H 6.004 4.396 1.888
H -0.670 -3.628 1.352
H 4.859 -0.672 1.100
H -12.053 1.285 -3.887
H -4.724 -2.198 -2.948
H 11.228 0.358 4.359
H -10.270 -0.217 -3.036
H 0.991 -0.083 -0.947
H -6.153 -3.090 5.942
H 5.566 3.253 3.162
H 2.374 0.163 -2.013
H -5.935 3.330 -3.735
H 0.732 0.590 -2.527
H -4.795 -0.442 -2.653
H -4.790 -4.239 5.940
H -10.836 2.365 -4.581
H -1.455 -4.312 2.786
H 11.493 2.463 3.070
H 2.108 -2.024 -2.656
H -6.463 3.463 -5.432
H -1.532 -1.818 2.886
H -4.788 -1.547 -1.291
H -0.070 -1.913 -0.758
H 3.802 -0.919 -0.316
H 3.089 -0.693 1.289
H -0.795 -3.075 -3.341
H 3.147 3.766 2.802
H -2.308 -4.279 1.233
H 9.875 -0.124 3.327
H -11.037 0.731 -5.229
H 3.578 4.960 1.572
H 11.504 -0.011 2.648
H 6.528 2.186 0.373
H -10.007 1.419 -2.426
```

## Properties
Gap between HOMO and LUMO, eV: 5.09
HOMO energy, eV: -2.893
Net charge: -1

---

This record from OMol25 describes an isolated ion of composition C5H13BrN and charge +1. The level of theory is ωB97M-V/def2-TZVPD.

XYZ file:
```
20
Properties=species:S:1:pos:R:3
Br -2.589 0.251 0.357
N 0.348 1.348 0.213
C 0.288 -0.110 0.038
C 0.855 2.161 -0.954
C 0.229 -0.739 1.486
C -1.196 -1.863 -1.092
C -1.176 -0.404 -0.711
H -0.521 -2.448 -0.362
H 1.915 2.048 -0.785
H -0.647 1.622 0.474
H -2.174 -2.219 -0.819
H 1.055 -0.085 1.972
H -1.326 0.190 -1.679
H 0.567 1.698 -1.883
H -0.753 -0.538 2.057
H 0.995 -0.518 -0.636
H -0.930 -2.226 -2.092
H 1.041 1.463 0.972
H 0.469 -1.752 1.410
H 0.616 3.144 -0.992
```

## Properties
Gap between HOMO and LUMO, eV: 11.18
SMILES string: C[NH2+][C@@H](C)[C@@H](C)Br
HOMO energy, eV: -14.300
Net charge: +1

---

This record from OMol25 describes a 2-piece molecular cluster, C5H13NO2 overall. The level of theory is ωB97M-V/def2-TZVPD.

XYZ file:
```
21
Properties=species:S:1:pos:R:3
O -0.370 -1.374 -1.385
O -0.095 1.377 -0.010
N 1.156 0.309 1.679
C -1.057 1.923 0.898
C 1.061 0.833 0.511
C 2.266 1.185 -0.299
C -1.784 -0.999 -0.926
C 0.187 -2.430 -0.630
H -1.918 -0.574 0.069
H -1.816 2.434 0.300
H -2.163 -0.406 -1.758
H -2.352 -1.929 -0.865
H 0.812 -2.010 0.166
H 0.247 0.215 2.126
H 2.747 2.066 0.136
H 1.990 1.391 -1.335
H 2.983 0.363 -0.266
H -1.542 1.120 1.458
H -0.590 2.632 1.585
H -0.570 -3.080 -0.170
H 0.810 -3.047 -1.284
```

## Properties
Gap between HOMO and LUMO, eV: 10.46
SMILES string: [H]/N=C(/C)OC.COC
HOMO energy, eV: -9.599

---

This record from OMol25 describes C5H8N2O as an isolated structure. The level of theory is ωB97M-V/def2-TZVPD.

XYZ file:
```
16
Properties=species:S:1:pos:R:3
O 3.375 -0.231 0.256
N -1.439 -1.547 -0.041
N 0.329 -0.176 -0.592
C 2.229 -0.162 0.073
C 1.239 0.910 -0.310
C -1.819 0.941 0.213
C 1.068 -1.169 -0.124
C -0.934 -0.375 -0.224
H 0.786 1.867 0.369
H -1.503 1.864 -0.461
H -2.865 0.613 0.067
H 1.244 -1.886 -0.854
H -2.298 -1.592 0.412
H 0.851 -1.609 0.853
H 1.317 1.536 -1.164
H -1.581 1.015 1.527
```

## Properties
Gap between HOMO and LUMO, eV: 9.82
HOMO energy, eV: -9.139

---

This record from OMol25 describes C30H33ClInN3O8 as an isolated structure. The level of theory is ωB97M-V/def2-TZVPD.

XYZ file:
```
76
Properties=species:S:1:pos:R:3
In 0.225 0.619 0.668
Cl -2.929 -4.677 0.616
O -2.221 0.914 -0.890
O 0.221 -2.197 -1.424
O 0.332 0.610 -2.176
O -0.636 -0.075 2.427
O -0.438 2.776 0.857
O 1.242 2.221 2.044
O -0.251 3.513 2.833
O 2.501 1.169 -0.357
N 1.664 -1.030 0.948
N 1.274 -2.070 1.584
N 0.180 2.834 1.950
C -0.657 1.523 -2.583
C 4.225 -0.100 -1.492
C -3.315 -2.216 1.713
C -1.616 -1.647 3.810
C -5.415 -1.612 2.757
C -3.846 -3.480 1.472
C -2.097 1.110 -2.275
C -1.470 -2.771 4.506
C -0.973 -1.416 2.461
C 2.826 2.314 -1.104
C -0.113 -1.771 -2.722
C 3.352 -2.361 -0.165
C 3.153 0.004 -0.622
C -5.912 -2.884 2.525
C -5.129 -3.818 1.869
C 0.191 -3.634 2.925
C 0.860 -5.951 2.968
C -0.702 -3.880 3.981
C 2.690 -1.147 0.054
C 0.628 -0.467 -3.032
C 4.439 -2.441 -1.012
C -3.544 1.014 -0.416
C -0.042 -6.200 3.994
C 0.254 -2.316 2.307
C -4.137 -1.288 2.348
C -1.935 -1.846 1.291
C 0.173 -3.597 -1.270
C 4.869 -1.313 -1.685
C -0.801 -5.164 4.506
C 0.986 -4.677 2.454
H 1.691 -4.473 1.662
H 0.527 -3.818 -0.266
H -1.921 -2.894 5.481
H -3.752 -0.295 2.516
H 0.825 -4.085 -2.006
H -2.142 -0.795 4.209
H -2.376 0.195 -2.819
H -0.453 2.422 -1.995
H 5.716 -1.357 -2.350
H -1.980 -0.987 0.618
H -3.482 1.028 0.668
H 3.838 2.648 -0.861
H -0.846 -3.985 -1.390
H 2.111 3.079 -0.806
H -6.033 -0.876 3.251
H 3.019 -3.232 0.376
H 4.592 0.776 -1.999
H -1.201 -1.649 -2.810
H 0.440 -0.193 -4.080
H -0.560 1.740 -3.658
H 2.733 2.130 -2.178
H -4.146 0.156 -0.738
H 1.456 -6.755 2.566
H -4.023 1.936 -0.761
H -0.149 -7.200 4.390
H 4.967 -3.377 -1.126
H -1.492 -5.341 5.317
H -2.754 1.929 -2.602
H 1.697 -0.663 -2.894
H -1.490 -2.680 0.749
H 0.216 -2.522 -3.454
H -6.906 -3.154 2.848
H -5.513 -4.803 1.653
```

## Properties
Gap between HOMO and LUMO, eV: 6.22
HOMO energy, eV: -6.858

---

This record from OMol25 describes one molecule with the formula C4H6N2O. The level of theory is ωB97M-V/def2-TZVPD.

XYZ file:
```
13
Properties=species:S:1:pos:R:3
O 1.164 0.878 -0.368
N -0.367 0.205 -1.910
N -2.024 -1.168 2.592
C 0.813 0.559 -1.628
C 0.111 0.719 0.585
C -0.016 -0.762 0.958
C -1.134 -0.994 1.874
H -0.505 -0.026 -2.884
H -0.190 -1.345 0.049
H 0.911 -1.114 1.422
H -0.826 1.080 0.155
H 0.386 1.326 1.449
H 1.677 0.644 -2.294
```

## Properties
Gap between HOMO and LUMO, eV: 11.43
SMILES string: [H]/N=C/OCCC#N
HOMO energy, eV: -10.698

---

This record from OMol25 describes a 2-piece molecular cluster, C4H7NOS overall. The level of theory is ωB97M-V/def2-TZVPD.

XYZ file:
```
14
Properties=species:S:1:pos:R:3
S 1.117 -0.254 0.847
O -2.853 0.219 -0.904
N -1.625 -1.351 0.467
C 1.560 -0.899 -0.809
C -0.009 1.022 0.321
C -2.055 -0.411 -0.311
C 0.265 2.257 0.683
H 2.635 -0.557 -0.838
H 1.620 -1.943 -0.860
H 1.120 2.586 1.195
H 0.739 -0.507 -1.412
H -1.425 -2.256 0.090
H -0.367 3.202 0.422
H -0.724 -1.109 1.107
```

## Properties
Gap between HOMO and LUMO (spin up / spin down), eV: 7.82 / 7.82
HOMO energy (spin up / spin down), eV: -7.523 / -7.524

---

no.,electronic energy (Ha),maximum force (eV/Å)
1,-2889.8213,2.22
2,-247.1431,3.57
3,-4678.0263,2.86
4,-2826.7844,5.27
5,-403.4749,2.93
6,-379.9249,7.00
7,-2579.2742,4.14
8,-340.7462,1.12
9,-684.6275,3.50